Record 1
Below is a 2-piece molecular cluster, C2H3BrO2 overall, with properties calculated with ωB97M-V/def2-TZVPD.

```
! wB97M-V def2-TZVPD RIJCOSX def2/J DEFGRID3
* xyz 0 1
C 0.247 0.470 0.584
C 0.218 -0.843 -0.066
O -1.001 1.048 0.944
O -0.127 0.545 1.894
Br -0.525 0.041 -2.816
H 0.861 1.293 0.315
H -0.753 -1.429 -0.170
H 1.080 -1.125 -0.686
*
```

## Properties
Relative energy (zero: lowest compared OMol25 entry of this formula, charge and spin)   158.1 kcal per mole
LUMO energy (alpha / beta)   -0.12162 / -0.12161 hartree
Total energy   -2802.2615 Eh


Record 2
Below is a 2-piece molecular cluster, C5H17N2O overall, with properties calculated with ωB97M-V/def2-TZVPD.

```
! wB97M-V def2-TZVPD RIJCOSX def2/J DEFGRID3
* xyz 1 1
C -1.605 -0.359 1.786
C -0.770 -1.365 0.997
C -0.218 -0.862 -0.365
C 1.229 -1.407 -0.628
C 1.871 -0.703 -1.804
N 1.506 0.721 -1.921
N -1.116 1.098 1.828
H -1.928 -0.690 2.798
H -2.573 -0.439 1.286
H -1.376 -2.278 0.846
H 0.084 -1.694 1.617
H -0.842 -1.205 -1.179
H -0.447 0.192 -0.410
H 0.908 -2.458 -0.635
H 1.835 -1.284 0.266
H 2.917 -0.886 -1.827
H 1.576 -1.207 -2.738
H 2.166 1.095 -2.606
H 1.785 1.326 -1.128
H -0.160 1.034 2.223
H -1.705 1.573 2.500
H -0.880 1.666 0.928
H -0.247 2.348 -1.109
H -1.436 3.072 -0.481
O -0.571 2.709 -0.245
*
```

## Properties
Relative energy (zero: lowest compared OMol25 entry of this formula, charge and spin)   32.6 kcal per mole
LUMO energy   -0.11712 hartree
Total energy   -385.1888 Eh


Record 3
Below is C28H43AsF3N2O3PS2Ta as an isolated structure, with properties calculated with ωB97M-V/def2-TZVPD.

```
! wB97M-V def2-TZVPD RIJCOSX def2/J DEFGRID3
* xyz 2 2
Ta -0.043 0.151 0.227
C 2.324 2.366 2.741
C 2.070 1.083 3.477
C 2.137 1.038 4.863
C 2.043 -0.167 5.542
C 1.912 -1.351 4.839
C 1.829 -1.354 3.449
C 1.836 -2.668 2.715
C 1.859 -0.121 2.798
N 1.791 -0.093 1.353
C 2.923 -0.292 0.701
C 4.245 -0.524 1.347
C 2.776 -0.362 -0.716
C 3.952 -0.616 -1.594
N 1.514 -0.223 -1.144
C 1.302 -0.420 -2.563
C 1.588 0.611 -3.458
C 2.224 1.906 -3.041
C 1.381 0.359 -4.813
C 0.978 -0.886 -5.257
C 0.785 -1.918 -4.348
C 0.935 -1.701 -2.984
C 0.790 -2.838 -2.010
H 2.188 3.220 3.401
H 1.677 2.504 1.873
H 3.356 2.396 2.379
H 2.294 1.957 5.411
H 2.113 -0.183 6.621
H 1.902 -2.296 5.366
H 1.144 -3.375 3.171
H 2.832 -3.113 2.769
H 1.571 -2.572 1.663
H 4.229 -0.275 2.405
H 5.019 0.062 0.853
H 4.526 -1.575 1.245
H 4.518 -1.474 -1.229
H 4.628 0.242 -1.564
H 3.669 -0.798 -2.626
H 2.148 2.100 -1.973
H 1.775 2.747 -3.566
H 3.283 1.887 -3.306
H 1.582 1.147 -5.527
H 0.850 -1.068 -6.314
H 0.530 -2.908 -4.701
H 0.480 -3.744 -2.527
H 0.058 -2.633 -1.221
H 1.738 -3.059 -1.516
C -3.111 -1.424 5.606
C -1.668 -1.306 5.192
O -1.440 -0.121 4.353
P -1.790 -0.038 2.836
S -0.862 1.584 2.088
S -1.202 -1.608 1.738
O -3.350 0.076 2.654
C -4.087 1.198 3.261
C -4.861 1.900 2.177
H -3.212 -2.258 6.301
H -3.762 -1.619 4.754
H -3.442 -0.521 6.117
H -1.313 -2.175 4.635
H -1.004 -1.141 6.037
H -3.376 1.868 3.748
H -4.727 0.754 4.021
H -4.183 2.325 1.437
H -5.443 2.713 2.610
H -5.554 1.214 1.691
F -0.362 2.155 -2.066
C -0.499 2.173 -0.718
F 0.213 3.215 -0.262
F -1.819 2.470 -0.517
C -2.489 -2.200 -3.142
As -2.799 -0.822 -1.866
C -4.016 -1.379 -0.504
C -3.364 0.792 -2.709
O -1.288 -0.461 -1.111
H -3.432 -2.404 -3.654
H -2.146 -3.102 -2.636
H -1.741 -1.857 -3.854
H -4.995 -1.498 -0.971
H -4.060 -0.620 0.277
H -3.688 -2.327 -0.079
H -4.291 0.595 -3.248
H -2.587 1.114 -3.403
H -3.520 1.558 -1.952
*
```

## Properties
Expectation value of S²   0.76
Relative energy (zero: lowest compared OMol25 entry of this formula, charge and spin)   10.1 kcal per mole
LUMO energy (alpha / beta)   -0.23770 / -0.25938 hartree
Total energy   -5157.8068 Eh